The following is a DFT calculation (ωB97M-V/def2-TZVPD) of 8 unconnected molecules or ions with the total composition C23H46Br4N5O5 in a non-equilibrium geometry.

Positions of all 83 atoms, in Å:
C  -0.66  -0.64  -0.84
C  0.36  -1.61  -0.34
O  1.54  -1.24  -0.19
O  -0.05  -2.76  -0.02
H  -0.38  0.41  -0.95
H  -1.42  -0.75  -0.06
H  -1.17  -0.93  -1.75
C  -3.65  -3.00  1.16
O  -3.69  -4.22  0.97
N  -3.99  -2.44  2.37
C  -4.31  -1.02  2.49
C  -4.23  -3.19  3.61
H  -3.41  -2.22  0.42
H  -5.36  -0.85  2.23
H  -3.68  -0.42  1.84
H  -4.28  -0.64  3.51
H  -3.86  -4.21  3.51
H  -3.53  -2.92  4.40
H  -5.29  -3.23  3.85
C  -2.02  -3.23  -4.03
O  -2.38  -3.74  -3.00
N  -0.72  -3.07  -4.41
C  -0.35  -2.56  -5.76
C  0.39  -3.46  -3.54
H  -2.65  -2.91  -4.88
H  0.34  -3.28  -6.18
H  0.23  -1.65  -5.68
H  -1.18  -2.37  -6.44
H  1.10  -4.03  -4.13
H  0.92  -2.62  -3.10
H  0.02  -4.10  -2.75
C  2.18  2.06  1.10
O  1.86  3.18  0.74
N  2.56  1.75  2.40
C  3.32  0.56  2.63
C  2.44  2.72  3.50
H  2.29  1.21  0.42
H  2.94  0.10  3.55
H  4.37  0.80  2.81
H  3.24  -0.31  1.98
H  3.39  2.99  3.95
H  1.87  3.64  3.35
H  1.87  2.31  4.33
C  -1.84  2.17  1.39
C  -1.80  2.83  2.73
C  -2.67  4.11  2.79
C  -4.02  4.05  2.26
N  -5.10  4.03  1.88
H  -1.33  1.21  1.51
H  -1.13  2.60  0.69
H  -2.85  2.10  0.98
H  -0.74  2.95  2.98
H  -2.19  2.12  3.46
H  -2.12  4.84  2.18
H  -2.62  4.46  3.82
C  2.10  1.95  -3.36
C  1.86  3.43  -3.35
C  0.38  3.83  -3.67
C  -0.62  3.39  -2.66
N  -1.45  3.01  -1.93
H  1.23  1.39  -3.02
H  2.92  1.68  -2.69
H  2.17  1.55  -4.37
H  2.53  3.88  -4.09
H  2.15  3.86  -2.39
H  -0.03  3.41  -4.59
H  0.16  4.83  -4.03
Br  5.42  -1.19  -0.11
C  4.58  -0.96  -1.87
C  5.48  -0.47  -2.96
Br  6.34  1.26  -2.52
H  3.68  -0.35  -1.76
H  4.09  -1.92  -2.02
H  4.88  -0.49  -3.87
H  6.25  -1.21  -3.16
Br  0.55  -3.20  5.35
C  -0.45  -2.76  3.77
C  0.23  -1.56  3.17
Br  -0.10  0.11  4.24
H  -1.48  -2.47  3.98
H  -0.39  -3.58  3.06
H  -0.28  -1.44  2.22
H  1.28  -1.57  2.87

Output
HOMO level = -4.91 eV
frontier orbital gap = 7.1 eV
DFT total energy = -11850.0169 a.u.
charge = -1
strongest force on any atom = 2.60 eV Å⁻¹

Which charges does Löwdin predict for the atoms? In e, they are: number 1, C, carries -0.032; number 2, C, carries -0.834; number 3, O, carries -0.081; number 4, O, carries -0.086; number 5, H, carries 0.048; number 6, H, carries 0.049; number 7, H, carries 0.067; number 8, C, carries -0.294; number 9, O, carries 0.001; number 10, N, carries -0.188; number 11, C, carries -0.068; number 12, C, carries -0.060; number 13, H, carries 0.132; number 14, H, carries 0.082; number 15, H, carries 0.073; number 16, H, carries 0.083; number 17, H, carries 0.081; number 18, H, carries 0.068; number 19, H, carries 0.088; number 20, C, carries -0.364; number 21, O, carries 0.042; number 22, N, carries -0.185; number 23, C, carries -0.062; number 24, C, carries -0.039; number 25, H, carries 0.121; number 26, H, carries 0.073; number 27, H, carries 0.074; number 28, H, carries 0.077; number 29, H, carries 0.076; number 30, H, carries 0.084; number 31, H, carries 0.092; number 32, C, carries -0.301; number 33, O, carries -0.019; number 34, N, carries -0.172; number 35, C, carries -0.108; number 36, C, carries -0.073; number 37, H, carries 0.123; number 38, H, carries 0.061; number 39, H, carries 0.084; number 40, H, carries 0.057; number 41, H, carries 0.080; number 42, H, carries 0.079; number 43, H, carries 0.033; number 44, C, carries -0.137; number 45, C, carries -0.291; number 46, C, carries -0.180; number 47, C, carries -0.241; number 48, N, carries 0.133; number 49, H, carries 0.046; number 50, H, carries 0.050; number 51, H, carries 0.076; number 52, H, carries 0.086; number 53, H, carries 0.066; number 54, H, carries 0.119; number 55, H, carries 0.112; number 56, C, carries -0.110; number 57, C, carries -0.236; number 58, C, carries -0.178; number 59, C, carries -0.203; number 60, N, carries 0.158; number 61, H, carries 0.069; number 62, H, carries 0.059; number 63, H, carries 0.076; number 64, H, carries 0.102; number 65, H, carries 0.106; number 66, H, carries 0.108; number 67, H, carries 0.106; number 68, Br, carries 0.602; number 69, C, carries -0.697; number 70, C, carries -0.674; number 71, Br, carries 0.560; number 72, H, carries 0.031; number 73, H, carries 0.060; number 74, H, carries 0.067; number 75, H, carries 0.052; number 76, Br, carries 0.610; number 77, C, carries -0.690; number 78, C, carries -0.636; number 79, Br, carries 0.652; number 80, H, carries 0.030; number 81, H, carries 0.080; number 82, H, carries 0.041; number 83, H, carries 0.056